The following is a quantum chemistry calculation of 8 unconnected molecules or ions with the total composition C42H85F9N4O10 in a non-equilibrium geometry, from the Open Molecules 2025 dataset.

Atoms and positions in Å:
C  -4.53  5.85  19.64
C  -5.38  4.77  20.25
O  -4.79  3.74  20.63
O  -6.64  4.92  20.28
H  -4.33  5.77  18.56
H  -3.59  5.80  20.18
H  -5.03  6.81  19.49
C  -12.55  5.25  21.20
C  -11.25  5.86  20.63
C  -10.08  5.59  21.56
C  -10.19  6.14  22.97
N  -8.91  6.04  23.76
C  -8.97  6.58  25.18
C  -7.81  7.56  25.22
C  -6.80  7.12  24.15
C  -7.75  6.74  23.02
C  -8.52  4.58  23.81
C  -9.47  3.59  24.43
C  -8.80  2.33  25.00
H  -13.05  6.04  21.77
H  -12.40  4.41  21.89
H  -13.27  4.86  20.49
H  -11.43  6.93  20.46
H  -11.15  5.50  19.61
H  -9.17  6.03  21.13
H  -9.91  4.52  21.47
H  -11.00  5.73  23.59
H  -10.45  7.20  23.04
H  -8.73  5.76  25.86
H  -9.97  6.98  25.30
H  -7.37  7.64  26.22
H  -8.19  8.57  25.06
H  -6.08  6.35  24.39
H  -6.19  7.95  23.76
H  -7.20  6.09  22.34
H  -8.13  7.68  22.62
H  -7.60  4.56  24.41
H  -8.14  4.19  22.86
H  -10.14  3.38  23.58
H  -10.14  3.91  25.24
H  -9.56  1.59  25.22
H  -8.11  2.52  25.83
H  -8.19  1.83  24.25
C  -0.29  0.90  15.45
C  0.70  0.76  16.62
C  0.04  0.67  18.01
C  -0.42  2.07  18.52
N  -1.06  2.12  19.91
C  -0.08  1.70  21.00
C  -0.96  0.82  21.90
C  -1.75  0.01  20.89
C  -2.19  1.11  19.95
C  -1.58  3.53  20.11
C  -0.52  4.60  19.89
C  -1.04  5.98  20.26
H  -1.14  0.23  15.61
H  0.15  0.72  14.47
H  -0.86  1.84  15.46
H  1.42  1.58  16.59
H  1.31  -0.14  16.61
H  0.81  0.18  18.61
H  -0.86  0.05  18.03
H  -1.28  2.41  17.95
H  0.50  2.65  18.57
H  0.36  2.56  21.49
H  0.71  1.11  20.53
H  -1.59  1.56  22.40
H  -0.41  0.32  22.69
H  -2.57  -0.56  21.32
H  -1.14  -0.76  20.40
H  -3.07  1.56  20.42
H  -2.54  0.71  19.00
H  -1.98  3.48  21.12
H  -2.42  3.74  19.44
H  -0.12  4.66  18.88
H  0.38  4.42  20.49
H  -0.28  6.73  20.06
H  -1.43  6.05  21.28
H  -1.89  6.22  19.63
C  -7.70  7.60  18.01
C  -7.12  8.83  18.58
O  -5.96  9.05  18.65
N  -8.04  9.88  19.08
H  -8.98  9.52  18.91
H  -8.02  9.88  20.10
C  -7.76  11.32  18.60
H  -8.34  7.12  18.77
H  -6.98  6.91  17.60
H  -8.47  7.90  17.29
H  -6.89  11.71  19.13
H  -8.68  11.87  18.77
H  -7.55  11.25  17.54
C  -8.59  2.41  19.54
C  -8.10  1.84  20.84
O  -8.93  1.56  21.65
N  -6.65  1.62  21.04
H  -6.23  1.38  20.12
H  -6.19  2.51  21.29
C  -6.40  0.39  21.84
H  -9.61  2.08  19.33
H  -8.05  2.17  18.62
H  -8.66  3.49  19.68
H  -6.90  -0.52  21.50
H  -6.83  0.43  22.84
H  -5.33  0.21  21.88
C  -3.55  3.21  24.73
O  -3.12  4.59  24.47
O  -2.86  2.74  25.74
C  -5.12  3.15  24.70
F  -5.63  2.87  23.49
F  -5.63  2.28  25.59
F  -5.56  4.34  25.23
C  -3.41  5.21  23.26
C  -3.22  6.70  23.41
H  -2.30  6.97  23.93
H  -3.25  7.11  22.40
H  -4.00  7.14  24.03
H  -4.47  5.14  22.94
H  -2.86  4.86  22.38
H  -3.22  2.60  23.86
C  -5.14  1.09  17.70
O  -6.28  1.72  17.10
O  -5.52  0.33  18.77
C  -4.27  0.55  16.56
F  -3.36  1.52  16.25
F  -3.50  -0.48  16.97
F  -4.88  0.21  15.43
C  -6.24  3.11  17.06
C  -7.03  3.78  15.91
H  -6.61  3.47  14.95
H  -8.11  3.62  15.91
H  -6.98  4.87  15.98
H  -5.25  3.56  16.95
H  -6.62  3.58  17.98
H  -4.62  1.88  18.26
C  -1.90  5.57  14.90
O  -2.80  6.73  14.79
O  -0.88  5.87  14.12
C  -1.53  5.18  16.37
F  -2.46  4.30  16.84
F  -0.31  4.60  16.47
F  -1.50  6.19  17.27
C  -3.99  6.72  15.50
C  -4.97  7.72  14.83
H  -4.78  8.73  15.19
H  -4.91  7.71  13.75
H  -6.00  7.49  15.11
H  -3.83  7.14  16.51
H  -4.58  5.80  15.61
H  -2.40  4.69  14.48

The calculation puts the energy above the lowest of the compared OMol25 structures with the same formula, charge and spin at 0.00 kcal/mol. The calculation puts the total energy at -95815.3525 eV. As for the net charge: 0. The calculation puts the highest occupied orbital energy at -5.30 eV. The lowest unoccupied orbital energy is -2.585 eV.

Results of the Löwdin charge analysis, in e, for atoms 1 through 8:
1 C 0.0028
2 C -0.7180
3 O -0.0488
4 O -0.0985
5 H 0.0772
6 H 0.0425
7 H 0.0546
8 C -0.0986


The following is a quantum chemistry calculation of a molecular structure, C42H90BCrF4NO29 in a non-equilibrium geometry, from the Open Molecules 2025 dataset.

Atoms and positions in Å:
Cr  1.18  -1.34  -2.16
N  2.38  0.46  1.69
H  1.45  0.19  1.99
H  3.03  0.60  2.44
H  2.43  1.31  1.14
H  2.69  -0.30  1.11
C  2.59  -0.34  -6.33
C  2.88  0.07  -4.92
C  2.99  1.58  -4.78
O  2.18  -0.61  -3.90
H  1.81  0.28  -6.78
H  2.19  -1.35  -6.41
H  3.47  -0.33  -6.97
H  3.90  -0.33  -4.91
H  3.74  2.01  -5.44
H  3.32  1.92  -3.80
H  2.04  2.06  -4.98
C  3.27  -3.67  0.35
C  3.78  -2.34  -0.32
C  4.55  -2.65  -1.55
O  2.75  -1.43  -0.54
H  4.04  -4.41  0.54
H  2.50  -4.21  -0.21
H  2.96  -3.42  1.36
H  4.52  -1.95  0.38
H  5.45  -3.22  -1.28
H  4.88  -1.80  -2.15
H  3.95  -3.31  -2.18
B  -0.46  0.01  -0.51
F  -1.80  0.22  -0.66
F  -0.15  -1.35  -0.49
F  0.28  0.54  -1.51
F  -0.01  0.64  0.67
C  -3.32  0.49  4.54
C  -2.02  0.90  3.82
O  -1.01  1.05  4.83
C  0.22  0.53  4.74
O  0.60  -0.12  3.75
O  0.94  0.72  5.82
C  2.25  0.27  5.96
H  -3.98  -0.04  3.85
H  -3.71  1.40  5.00
H  -3.13  -0.31  5.25
H  -2.28  1.85  3.35
H  -1.77  0.19  3.02
H  2.95  1.00  6.38
H  2.64  -0.17  5.04
H  2.20  -0.53  6.69
C  4.39  6.31  -1.72
C  3.43  5.19  -2.10
O  3.12  4.48  -0.93
C  3.68  3.31  -0.55
O  3.45  2.61  0.51
O  4.34  2.81  -1.58
C  4.79  1.44  -1.64
H  4.68  6.76  -2.67
H  5.31  5.83  -1.40
H  4.14  7.12  -1.04
H  3.73  4.65  -2.99
H  2.52  5.66  -2.49
H  3.98  0.78  -1.94
H  5.21  0.99  -0.75
H  5.55  1.42  -2.42
C  2.82  -4.29  -5.21
C  1.31  -4.44  -5.20
O  0.89  -5.14  -4.06
C  0.89  -4.64  -2.82
O  1.15  -3.47  -2.50
O  0.23  -5.49  -2.03
C  0.02  -5.18  -0.68
H  3.16  -3.88  -6.16
H  3.24  -5.26  -4.95
H  3.07  -3.49  -4.51
H  1.05  -5.06  -6.06
H  0.78  -3.48  -5.22
H  0.01  -4.10  -0.53
H  0.64  -5.74  0.02
H  -0.96  -5.63  -0.49
C  -0.28  3.76  -2.33
C  -1.44  2.79  -2.42
O  -2.44  3.39  -3.18
C  -3.47  2.79  -3.76
O  -4.34  3.40  -4.41
O  -3.52  1.48  -3.46
C  -4.58  0.74  -4.05
H  0.05  4.03  -3.33
H  0.57  3.38  -1.75
H  -0.67  4.67  -1.90
H  -1.79  2.35  -1.49
H  -1.13  1.87  -2.93
H  -4.30  0.49  -5.08
H  -5.55  1.24  -4.12
H  -4.71  -0.20  -3.53
C  -5.47  1.73  0.13
C  -4.17  2.26  0.73
O  -4.46  3.34  1.61
C  -3.57  4.26  2.03
O  -3.92  5.14  2.81
O  -2.40  4.10  1.33
C  -1.30  5.09  1.53
H  -6.05  1.39  0.99
H  -5.40  0.83  -0.48
H  -5.99  2.52  -0.40
H  -3.43  2.51  -0.03
H  -3.79  1.56  1.48
H  -0.48  4.64  2.09
H  -1.57  6.00  2.07
H  -0.94  5.48  0.58
C  4.30  6.74  3.40
C  3.91  5.30  3.18
O  2.56  5.12  3.66
C  2.07  3.93  3.76
O  2.67  2.91  3.45
O  0.75  3.93  4.19
C  0.03  5.12  4.57
H  4.03  6.98  4.43
H  3.71  7.34  2.71
H  5.32  6.98  3.13
H  4.61  4.69  3.76
H  3.80  5.03  2.13
H  0.63  5.36  5.46
H  -1.01  4.93  4.84
H  0.13  5.87  3.79
C  -2.73  -4.18  -3.11
C  -2.89  -2.76  -2.50
O  -2.84  -1.86  -3.62
C  -1.69  -1.37  -3.99
O  -0.65  -1.39  -3.27
O  -1.86  -0.78  -5.18
C  -1.08  0.29  -5.60
H  -2.69  -4.86  -2.26
H  -1.77  -4.34  -3.62
H  -3.61  -4.49  -3.66
H  -2.16  -2.52  -1.73
H  -3.80  -2.74  -1.91
H  -1.19  1.19  -5.01
H  -1.18  0.55  -6.65
H  -0.03  -0.02  -5.56
C  0.22  -3.47  3.58
C  0.47  -3.24  5.08
O  0.14  -4.28  5.92
C  0.44  -4.33  7.21
O  0.90  -3.39  7.93
O  0.07  -5.54  7.63
C  0.26  -6.05  8.98
H  0.30  -2.60  2.93
H  -0.77  -3.80  3.26
H  0.91  -4.23  3.21
H  -0.11  -2.38  5.42
H  1.54  -3.07  5.10
H  1.25  -5.70  9.27
H  0.40  -7.12  8.85
H  -0.44  -5.74  9.75
C  -3.35  -4.35  0.97
C  -4.32  -3.15  1.41
O  -5.65  -3.49  1.14
C  -6.42  -3.14  0.06
O  -7.50  -3.72  -0.07
O  -5.89  -2.11  -0.65
C  -6.71  -1.36  -1.59
H  -3.39  -5.24  1.60
H  -2.35  -3.94  0.82
H  -3.49  -4.66  -0.07
H  -4.03  -2.18  0.99
H  -4.40  -2.98  2.48
H  -6.44  -1.79  -2.55
H  -6.64  -0.28  -1.60
H  -7.76  -1.54  -1.37

The calculation puts the total energy at -145852.4598 eV. The multiplicity is 5. As for the net charge: 0. The expectation value of S² is 6.006. The calculation puts the highest occupied orbital energy (spin up / spin down) at -7.11 / -7.37 eV. The lowest unoccupied orbital energy (spin up / spin down) is 0.358 / 0.358 eV.

Results of the Löwdin charge analysis, in e, for atoms 1 through 8:
1 Cr 0.8582
2 N 0.3027
3 H 0.0752
4 H 0.1187
5 H 0.0666
6 H 0.0837
7 C -0.0888
8 C -0.5995


The following is a quantum chemistry calculation of 9 unconnected molecules or ions with the total composition C42H90N4O12S, from the Open Molecules 2025 dataset.

Atoms and positions in Å:
C  -6.72  -0.61  7.00
O  -6.18  0.10  5.91
C  -6.62  -0.44  4.67
C  -6.01  0.36  3.54
C  -4.49  0.15  3.40
C  -4.06  -0.70  2.16
C  -3.02  0.01  1.35
C  -1.84  -0.48  0.98
C  -1.30  -1.85  1.30
C  -2.18  -3.01  0.78
C  -2.32  -4.12  1.83
N  -1.03  -4.80  2.12
C  -0.96  0.42  0.15
O  -0.29  -0.03  -0.75
C  -1.01  1.88  0.47
C  0.24  2.71  0.32
C  1.58  2.01  0.65
C  2.26  2.57  1.92
N  3.72  2.67  1.73
C  -2.20  2.37  0.83
C  -2.48  3.79  1.19
C  -2.60  3.94  2.72
C  -1.28  3.71  3.46
C  -1.46  3.35  4.96
C  -1.22  4.56  5.88
C  0.24  4.71  6.31
C  1.24  5.20  5.25
S  0.72  6.76  4.44
C  1.24  6.42  2.82
N  0.49  6.40  1.77
N  1.32  6.12  0.70
C  2.50  5.98  1.19
O  2.54  6.16  2.52
C  -3.35  1.40  0.88
O  -4.46  1.71  0.53
H  -7.81  -0.71  6.91
H  -6.50  -0.04  7.91
H  -6.28  -1.61  7.08
H  -7.72  -0.37  4.62
H  -6.35  -1.50  4.62
H  -6.21  1.41  3.75
H  -6.54  0.10  2.62
H  -4.16  -0.38  4.30
H  -3.98  1.11  3.41
H  -3.70  -1.66  2.52
H  -4.94  -0.83  1.53
H  -0.31  -1.93  0.85
H  -1.17  -1.92  2.38
H  -1.71  -3.49  -0.08
H  -3.16  -2.67  0.47
H  -3.05  -4.86  1.50
H  -2.64  -3.67  2.77
H  -0.43  -4.75  1.30
H  -0.54  -4.27  2.83
H  0.14  3.60  0.94
H  0.27  3.07  -0.72
H  1.47  0.94  0.73
H  2.27  2.18  -0.18
H  2.08  1.91  2.76
H  1.84  3.56  2.13
H  4.17  2.64  2.64
H  3.94  3.57  1.32
H  -3.44  4.10  0.76
H  -1.69  4.45  0.84
H  -3.37  3.27  3.12
H  -2.94  4.96  2.92
H  -0.70  4.62  3.42
H  -0.71  2.91  2.98
H  -2.45  2.93  5.14
H  -0.73  2.59  5.22
H  -1.60  5.47  5.42
H  -1.80  4.42  6.80
H  0.60  3.73  6.65
H  0.32  5.37  7.18
H  1.41  4.44  4.49
H  2.20  5.40  5.72
H  3.40  5.74  0.65
C  -3.59  -0.39  -2.69
C  -3.99  -1.81  -2.34
O  -4.54  -2.50  -3.46
H  -4.45  0.17  -3.06
H  -3.18  0.13  -1.82
H  -2.83  -0.38  -3.48
H  -4.75  -1.81  -1.56
H  -3.12  -2.36  -1.97
H  -3.87  -2.51  -4.15
C  7.31  2.92  -1.21
C  5.91  2.63  -1.71
O  5.36  1.46  -1.12
H  7.97  2.07  -1.41
H  7.73  3.80  -1.69
H  7.31  3.08  -0.13
H  5.92  2.45  -2.79
H  5.25  3.49  -1.52
H  5.31  1.61  -0.17
C  -4.78  -6.37  -2.75
C  -3.42  -5.72  -2.91
O  -2.86  -5.36  -1.64
H  -5.46  -5.69  -2.24
H  -5.20  -6.63  -3.73
H  -4.71  -7.28  -2.16
H  -3.50  -4.80  -3.48
H  -2.73  -6.40  -3.42
H  -2.77  -6.17  -1.12
C  8.50  0.58  -4.21
C  9.90  0.99  -4.62
O  10.58  1.71  -3.60
H  7.92  1.47  -3.95
H  8.00  0.05  -5.01
H  8.53  -0.06  -3.33
H  9.86  1.65  -5.49
H  10.49  0.11  -4.90
H  10.64  1.14  -2.82
C  0.88  -4.06  -1.98
C  0.46  -3.66  -3.38
O  -0.35  -4.65  -4.00
H  1.43  -5.00  -2.00
H  1.51  -3.29  -1.53
H  0.00  -4.20  -1.35
H  1.33  -3.53  -4.02
H  -0.08  -2.70  -3.36
H  -1.13  -4.77  -3.45
C  10.02  -0.48  -9.41
C  9.62  -0.28  -7.96
O  8.27  0.15  -7.84
H  9.89  0.45  -9.97
H  11.07  -0.79  -9.49
H  9.40  -1.25  -9.89
H  10.23  0.49  -7.50
H  9.76  -1.21  -7.39
H  7.70  -0.52  -8.23
C  -3.45  -6.74  4.78
C  -2.90  -7.79  3.83
O  -2.89  -7.33  2.49
H  -4.46  -6.46  4.49
H  -3.48  -7.11  5.81
H  -2.83  -5.84  4.76
H  -3.53  -8.68  3.85
H  -1.89  -8.08  4.14
H  -2.33  -6.55  2.46
C  -1.44  2.06  -5.02
C  -1.60  1.13  -6.21
O  -2.26  1.77  -7.30
H  -2.41  2.41  -4.68
H  -0.94  1.54  -4.19
H  -0.84  2.93  -5.28
H  -2.20  0.27  -5.95
H  -0.62  0.77  -6.54
H  -1.74  2.53  -7.56

The calculation puts the total energy at -86375.6978 eV. As for the net charge: 0. The calculation puts the highest occupied orbital energy at -9.31 eV. The lowest unoccupied orbital energy is -0.521 eV.

Results of the Löwdin charge analysis, in e, for atoms 1 through 8:
1 C -0.1173
2 O -0.1938
3 C -0.2567
4 C -0.1613
5 C -0.1482
6 C -0.1010
7 C -0.0994
8 C -0.0835